1.
Below is a molecular structure, C35H26F3N5O11SV in a non-equilibrium geometry, with properties calculated with ωB97M-V/def2-TZVPD.

HOMO level: -10.09 eV
net charge: +1
multiplicity: 1
LUMO: -5.68 eV
calculated total energy: -4092.3592 hartree
energy relative to the best compared isomer or geometry (same formula, charge and spin): 0.772 eV

Geometry (Å):
V  -0.8901  -1.3404  2.0858
O  -1.2631  2.2783  3.1335
C  -1.7016  1.1928  2.9358
N  -1.1067  -0.0377  3.3743
C  -1.1905  -0.2985  4.7404
O  -1.4228  0.5080  5.5932
C  -1.0188  -1.7594  4.9757
C  -0.8716  -2.3024  6.2321
C  -0.6655  -3.6726  6.3277
C  -0.6373  -4.4279  5.1685
C  -0.8368  -3.8053  3.9469
N  -1.0354  -2.4897  3.8532
C  -2.9405  0.8731  2.1590
C  -3.7551  1.8503  1.6250
C  -4.8441  1.4425  0.8656
C  -5.0746  0.0879  0.6987
C  -4.1992  -0.8243  1.2763
N  -3.1494  -0.4397  1.9880
H  -0.9079  -1.6560  7.0974
H  -0.5147  -4.1353  7.2933
H  -0.4537  -5.4917  5.1979
H  -0.8178  -4.3769  3.0311
H  -3.5153  2.8910  1.7930
H  -5.4932  2.1741  0.4046
H  -5.9129  -0.2657  0.1159
H  -4.3429  -1.8912  1.1619
F  -2.5461  -5.3059  -0.2450
C  -2.1679  -4.1551  -0.7769
F  -3.2186  -3.3266  -0.8155
F  -1.7132  -4.3418  -1.9960
S  -0.8637  -3.3502  0.2793
O  -0.0599  -4.3536  0.8958
O  -0.2247  -2.3743  -0.5410
O  -1.7814  -2.6983  1.3160
C  -1.6113  4.2357  -6.6517
C  -0.5127  3.6398  -5.8147
C  0.7730  3.5336  -6.3330
C  1.7957  2.9519  -5.6014
C  1.5493  2.4864  -4.3257
C  0.2787  2.6302  -3.7685
N  -0.0006  2.1643  -2.4671
C  0.7852  2.2435  -1.3662
C  1.9260  3.0768  -1.3338
C  2.7103  3.1557  -0.2141
C  2.4117  2.4065  0.9318
C  1.3043  1.6042  0.9430
C  0.4528  1.5169  -0.1772
C  -0.7617  0.7067  -0.1218
O  -1.6978  0.7694  -0.8923
O  -0.8146  -0.2105  0.8779
C  -0.7680  3.1973  -4.5122
C  -2.1363  3.3354  -3.8988
H  -1.2547  4.4602  -7.6547
H  -1.9814  5.1635  -6.2110
H  -2.4524  3.5456  -6.7350
H  0.9736  3.8992  -7.3323
H  2.7835  2.8480  -6.0300
H  2.3191  1.9667  -3.7707
H  -0.8820  1.6955  -2.3212
H  2.1422  3.6859  -2.1980
H  3.5656  3.8182  -0.2041
H  3.0269  2.4936  1.8165
H  1.0714  1.0592  1.8448
H  -2.0775  3.4698  -2.8197
H  -2.7361  2.4421  -4.0994
H  -2.6671  4.1886  -4.3144
O  1.9552  -3.0531  3.4846
C  1.8758  -2.3977  2.4869
O  0.7405  -1.6673  2.2410
C  2.9518  -2.2349  1.4794
C  2.7603  -1.4276  0.3583
C  3.7995  -1.2274  -0.5284
C  5.0100  -1.8566  -0.2944
C  5.2063  -2.6919  0.7935
C  4.1703  -2.8749  1.6890
N  6.1227  -1.6198  -1.2319
O  5.9482  -0.7874  -2.0995
O  7.1339  -2.2690  -1.0702
H  1.8030  -0.9742  0.1673
H  3.6855  -0.5941  -1.3957
H  6.1625  -3.1763  0.9254
H  4.2960  -3.5053  2.5583


2.
Below is a molecular structure, C35H28BF3FeO2S in a non-equilibrium geometry, with properties calculated with ωB97M-V/def2-TZVPD.

HOMO level (alpha / beta): -5.24 / -8.44 eV
expectation value of S²: 6.08
net charge: 0
multiplicity: 5
LUMO (alpha / beta): 0.53 / -2.31 eV
calculated total energy: -3487.1857 hartree
energy relative to the best compared isomer or geometry (same formula, charge and spin): 0.247 eV

Geometry (Å):
C  3.9725  -1.0545  -4.0477
C  2.6990  -1.7476  -4.1502
C  2.2831  -2.0949  -2.8043
C  3.3155  -1.6452  -1.8917
C  4.3440  -0.9798  -2.6484
Fe  2.5807  -0.1520  -2.9907
C  2.8360  1.8143  -2.9056
C  2.0217  1.4310  -4.0452
C  0.8725  0.7027  -3.5367
C  0.9648  0.6154  -2.0854
C  0.0701  -0.2574  -1.1815
C  -1.3895  -0.1783  -1.5193
C  -2.1373  -1.3682  -1.4586
C  -3.3891  -1.4459  -2.0732
C  -3.9441  -0.3218  -2.6952
C  -3.2141  0.8698  -2.7318
C  -1.9410  0.9359  -2.1648
C  2.1849  1.3189  -1.7144
H  4.5930  -0.7418  -4.8821
H  2.1926  -2.0350  -5.0707
H  1.4203  -2.6987  -2.5431
H  3.3852  -1.8902  -0.8385
H  5.2776  -0.5909  -2.2406
H  3.7276  2.4285  -2.9182
H  2.1908  1.6973  -5.0835
H  0.0097  0.3561  -4.0952
H  0.2714  -1.3122  -1.5589
H  -1.7272  -2.2431  -0.9422
H  -3.9397  -2.3860  -2.0479
H  -4.9338  -0.3791  -3.1547
H  -3.6512  1.7661  -3.1719
H  -1.3648  1.8652  -2.2255
H  2.4808  1.5582  -0.7083
C  -0.1712  0.3929  6.5421
C  -0.3474  0.7847  5.1228
C  0.0523  1.9592  4.5005
C  -0.4172  2.0738  3.1603
C  -1.1980  0.9874  2.7519
B  0.9165  -0.7702  0.0114
C  -2.0422  0.8679  1.6201
C  -2.8730  -0.2685  1.5268
C  -4.1479  -0.1301  1.0356
C  -4.5369  1.1208  0.5670
C  -5.9834  1.3832  0.2786
F  -6.3808  2.6209  0.7028
F  -6.2358  1.3144  -1.0755
F  -6.8150  0.4853  0.8766
C  -3.6257  2.1507  0.3640
C  -2.3345  2.0031  0.8226
O  1.7321  0.1756  0.6809
C  2.4304  -0.5191  1.6221
C  1.8860  -1.8265  1.6979
C  2.6236  -2.8456  2.2647
C  3.9722  -2.6003  2.5351
C  4.5295  -1.3185  2.3773
C  3.7359  -0.2344  2.0039
O  0.9146  -1.9819  0.7251
S  -1.2640  -0.1986  4.0439
H  0.0965  1.2615  7.1482
H  -1.0992  -0.0297  6.9336
H  0.6188  -0.3578  6.6489
H  0.6191  2.7289  5.0122
H  -0.2568  2.9419  2.5340
H  -2.5142  -1.2427  1.8591
H  -4.8480  -0.9590  0.9947
H  -3.9464  3.0364  -0.1833
H  -1.5603  2.7561  0.6530
H  2.1206  -3.8038  2.4113
H  4.6001  -3.4306  2.8664
H  5.5930  -1.1572  2.5644
H  4.0947  0.7931  1.9248


3.
Below is a molecular structure, C35H28BaCl2N6O6S3 in a non-equilibrium geometry, with properties calculated with ωB97M-V/def2-TZVPD.

HOMO level (alpha / beta): -2.32 / -2.00 eV
net charge: -2
multiplicity: 1
LUMO (alpha / beta): 3.68 / 3.44 eV
calculated total energy: -4271.0609 hartree
energy relative to the best compared isomer or geometry (same formula, charge and spin): 0.000 eV

Geometry (Å):
Ba  -18.9804  -15.9175  -1.0705
C  -9.2932  -10.3056  -0.8356
O  -10.6620  -10.2450  -0.5621
C  -11.4904  -9.3865  -1.2734
C  -11.1526  -9.0414  -2.5922
C  -12.1717  -8.8512  -3.4862
C  -13.4910  -8.9946  -3.0243
C  -13.7788  -8.9809  -1.6466
C  -12.7475  -9.1395  -0.7569
N  -14.4552  -9.4404  -3.9285
N  -15.5554  -9.9062  -3.4263
C  -16.0710  -11.0968  -3.6513
C  -15.4116  -12.1642  -4.3128
C  -15.6106  -13.4170  -3.7934
C  -16.6811  -13.7373  -2.8685
O  -16.8219  -14.9168  -2.4048
C  -17.6223  -12.6832  -2.5391
N  -18.7283  -13.0005  -1.8328
C  -19.5465  -11.9967  -1.4487
C  -19.2765  -10.6596  -1.7168
C  -18.0959  -10.3340  -2.3763
C  -17.2926  -11.3507  -2.8845
H  -8.8286  -10.8860  -0.0311
H  -8.7889  -9.3294  -0.8543
H  -9.0811  -10.7822  -1.7874
H  -10.0998  -8.9706  -2.9339
H  -11.9833  -8.6579  -4.5247
H  -14.8264  -8.8447  -1.3687
H  -12.9174  -9.2464  0.3080
H  -14.6166  -11.9425  -5.0327
H  -14.8990  -14.2122  -3.9666
H  -20.4324  -12.2765  -0.8860
H  -19.9486  -9.9112  -1.3443
H  -17.8149  -9.3158  -2.5507
Cl  -21.1202  -15.3233  -4.0429
C  -22.0089  -16.8009  -3.8391
C  -22.0682  -17.6657  -4.9358
C  -22.7888  -18.8820  -4.8399
C  -23.3116  -19.2106  -3.5711
C  -23.1265  -18.4061  -2.4421
Cl  -23.6192  -19.0416  -0.9554
C  -22.5440  -17.1242  -2.5560
S  -22.5189  -16.0823  -1.2494
H  -21.6176  -17.3294  -5.8396
H  -22.9941  -19.5631  -5.6706
H  -23.8101  -20.1683  -3.4086
C  -12.4186  -20.1525  -4.1794
C  -13.5225  -19.7629  -3.1805
C  -14.1479  -18.5247  -3.1455
C  -15.2173  -18.2815  -2.3047
C  -15.7662  -19.3033  -1.5715
C  -15.0770  -20.5194  -1.4519
C  -14.0141  -20.7711  -2.3278
S  -17.2836  -18.9577  -0.6061
O  -17.4681  -20.1657  0.1812
O  -18.3797  -18.5297  -1.4790
N  -16.8111  -17.7468  0.2052
C  -17.1300  -17.7441  1.5557
C  -17.6528  -16.3021  1.9489
O  -17.5504  -15.8248  3.0913
O  -18.2096  -15.5808  1.0470
H  -12.0419  -19.2923  -4.7102
H  -12.8504  -20.8374  -4.8824
H  -11.6066  -20.6766  -3.6637
H  -13.7966  -17.7254  -3.7895
H  -15.6418  -17.2953  -2.1932
H  -15.3990  -21.1997  -0.6931
H  -13.5281  -21.7321  -2.3480
H  -16.2517  -17.9171  2.1423
H  -17.9220  -18.4769  1.8427
S  -21.7363  -13.3672  1.4679
C  -20.3913  -12.5744  2.2114
N  -19.3968  -13.3831  2.7279
C  -18.3723  -12.8934  3.5133
C  -18.3369  -11.5423  3.7707
C  -19.3092  -10.7526  3.0906
N  -20.2696  -11.2507  2.3392
H  -19.3337  -14.3569  2.4565
H  -17.6371  -13.6366  3.8292
H  -17.6388  -11.2010  4.5134
H  -19.3025  -9.6578  3.1795


Q: Which formula does entry 3 have?
A: C35H28BaCl2N6O6S3